No. 1
{"formula": "C5H11NO2", "method": "ωB97M-V/def2-TZVPD", "symbols": ["C", "C", "C", "N", "C", "C", "O", "O", "H", "H", "H", "H", "H", "H", "H", "H", "H", "H", "H"], "xyz": [[-0.8106, 0.1804, 2.4725], [0.6158, 0.6686, 2.6363], [-1.4666, 0.4787, 1.1303], [-0.9791, -0.4015, 0.0558], [-0.5688, 0.2994, -1.1501], [0.6481, -0.3778, -1.7532], [1.7622, 0.3742, -1.5308], [0.6846, -1.4206, -2.3350], [-1.4492, 0.6380, 3.2342], [-0.8955, -0.8856, 2.6776], [1.0107, 0.2012, 3.5408], [0.7259, 1.7483, 2.6830], [1.2330, 0.3798, 1.7808], [-2.5416, 0.2992, 1.2408], [-1.3177, 1.4949, 0.8655], [-0.2327, -0.9835, 0.4117], [-1.3229, 0.2408, -1.9281], [-0.3784, 1.3606, -0.9831], [2.5436, -0.0772, -1.8967]], "lowdin_charge": [-0.260, -0.106, -0.235, -0.041, -0.144, -0.511, 0.085, 0.122, 0.106, 0.107, 0.072, 0.072, 0.064, 0.110, 0.094, 0.103, 0.121, 0.115, 0.126], "homo_energy_ev": -9.019, "mol_weight_da": 117.1, "de_lowest_ev": 0.854, "orbital_gap_ev": 9.76, "smiles": "CCCNCC(=O)O"}

No. 2
{"formula": "C5H11NO2", "method": "ωB97M-V/def2-TZVPD", "symbols": ["C", "C", "C", "C", "O", "N", "C", "O", "H", "H", "H", "H", "H", "H", "H", "H", "H", "H", "H"], "xyz": [[-0.1054, -0.1806, -1.6335], [-0.1414, 0.1645, -0.1090], [-1.5078, 0.7898, 0.2489], [-1.5553, 2.2963, 0.1300], [-2.5855, 2.9125, 0.1580], [0.2029, -0.8882, 0.8033], [1.5655, -1.1143, 1.1241], [2.0946, -2.1397, 0.2835], [0.3657, 0.5796, -2.2585], [0.3976, -1.1137, -1.8848], [-1.1399, -0.2515, -1.9743], [0.6020, 0.9646, -0.0518], [-1.8639, 0.5113, 1.2459], [-2.3095, 0.3897, -0.3776], [-0.5638, 2.7882, 0.0291], [-0.2916, -1.7609, 0.6977], [2.1294, -0.1864, 1.0025], [1.6697, -1.4344, 2.1667], [3.0365, -2.3270, 0.3998]], "lowdin_charge": [-0.036, -0.389, -0.121, -0.259, 0.054, -0.024, -0.297, -0.067, 0.073, 0.071, 0.063, 0.118, 0.126, 0.114, 0.123, 0.131, 0.120, 0.114, 0.084], "homo_energy_ev": -9.154, "mol_weight_da": 117.1, "de_lowest_ev": 1.875, "orbital_gap_ev": 9.97, "smiles": "C[C@@H](CC=O)NCO"}

No. 3
{"formula": "C5H11NO2", "method": "ωB97M-V/def2-TZVPD", "symbols": ["C", "C", "N", "O", "H", "H", "H", "H", "H", "C", "O", "C", "C", "H", "H", "H", "H", "H", "H"], "xyz": [[0.4223, -0.2887, -2.5545], [0.5417, 1.0385, -1.8475], [1.4819, 1.0804, -0.8200], [-0.0890, 2.0652, -2.1763], [0.7463, -0.2345, -3.6207], [-0.6699, -0.5032, -2.5660], [0.9302, -1.1025, -1.9916], [1.6302, 1.9408, -0.3676], [2.2551, 0.4368, -0.7622], [-1.4590, -0.8105, 1.9676], [-1.2592, 0.6314, 1.9372], [-0.2055, -1.3862, 1.3805], [0.6604, -2.2252, 1.9714], [-2.3392, -1.1046, 1.3161], [-1.6675, -1.1836, 3.0099], [-2.0421, 1.0871, 2.3420], [-0.0922, -1.1998, 0.3118], [1.4191, -2.8263, 1.4238], [0.4836, -2.4132, 3.0529]], "lowdin_charge": [-0.031, -0.554, 0.147, 0.004, 0.095, 0.093, 0.072, 0.084, 0.095, -0.261, -0.106, -0.191, 0.006, 0.126, 0.120, 0.100, 0.074, 0.063, 0.064], "homo_energy_ev": -9.667, "mol_weight_da": 117.1, "de_lowest_ev": 1.749, "orbital_gap_ev": 10.46, "smiles": "CC(N)=O.C=CCO"}

No. 4
{"formula": "C5H11NO2", "method": "ωB97M-V/def2-TZVPD", "symbols": ["O", "C", "C", "C", "C", "C", "N", "H", "H", "H", "H", "H", "H", "H", "H", "H", "H", "H", "O"], "xyz": [[-0.0361, 0.0110, 1.6982], [-0.4178, -0.9350, 1.0594], [0.2818, -1.3494, -0.2610], [0.9104, -0.1229, -0.9409], [-0.0252, 1.0326, -1.2444], [0.0193, 2.1593, -0.5785], [1.1905, -2.3891, 0.1891], [-1.2598, -1.5254, 1.4708], [-0.4729, -1.8234, -0.9232], [1.4214, -0.3827, -1.8850], [1.7332, 0.2469, -0.2848], [-0.7364, 0.8241, -2.0326], [-0.5856, 3.0418, -0.8266], [0.7186, 2.3287, 0.2259], [2.0400, -2.0050, 0.5866], [1.5199, -2.9728, -0.5770], [-1.9203, 1.7108, 2.0528], [-1.9509, 1.0780, 0.7204], [-2.4301, 1.0725, 1.5508]], "lowdin_charge": [0.033, -0.218, -0.370, -0.178, -0.190, -0.013, 0.041, 0.132, 0.149, 0.117, 0.121, 0.104, 0.072, 0.069, 0.081, 0.079, 0.039, -0.008, -0.060], "homo_energy_ev": -9.346, "mol_weight_da": 117.1, "de_lowest_ev": 2.185, "orbital_gap_ev": 10.26, "smiles": "C=CC[C@@H](N)C=O.O"}

No. 5
{"formula": "C5H11NO2", "method": "ωB97M-V/def2-TZVPD", "symbols": ["C", "N", "C", "C", "C", "C", "O", "O", "H", "H", "H", "H", "H", "H", "H", "H", "H", "H", "H"], "xyz": [[-1.8335, 1.0046, -0.0566], [-1.3176, 0.0366, 0.7960], [-1.4817, -1.2542, 0.3802], [-0.3033, -1.8303, -0.5511], [1.8782, 1.5352, 1.0534], [0.9530, 1.9192, 0.1740], [2.0139, -0.8665, -0.8850], [-1.9128, 0.8806, -1.2564], [-2.1891, 1.9294, 0.3927], [-2.3708, -1.3419, -0.2623], [-1.5740, -1.8820, 1.2646], [-0.1361, -1.1325, -1.3608], [0.5995, -1.7242, 0.0568], [-0.4850, -2.8656, -0.8021], [2.4887, 0.6772, 0.7707], [1.7924, 1.8205, 2.0887], [0.9562, 1.6783, -0.8822], [0.1279, 2.5738, 0.4589], [2.7944, -1.1584, -1.3795]], "lowdin_charge": [-0.364, 0.145, -0.231, 0.001, -0.038, -0.092, -0.234, 0.075, 0.125, 0.134, 0.124, 0.062, 0.054, 0.083, 0.036, 0.049, 0.056, 0.041, -0.028], "homo_energy_ev": -8.740, "mol_weight_da": 117.1, "de_lowest_ev": 9.119, "orbital_gap_ev": 4.58}

No. 6
{"formula": "C5H11NO2", "method": "ωB97M-V/def2-TZVPD", "symbols": ["O", "C", "C", "C", "C", "C", "N", "H", "H", "H", "H", "H", "H", "H", "H", "H", "H", "H", "O"], "xyz": [[-2.2686, -2.4645, 0.6576], [-2.1315, -1.4701, 0.0017], [-0.9824, -1.3752, -0.9902], [-0.3720, 0.0508, -1.2291], [0.7824, 0.3099, -0.2746], [1.8300, 1.0667, -0.5699], [0.7370, -0.4556, 0.8883], [-2.9058, -0.6338, -0.0378], [-0.0294, -2.0669, -0.8158], [-1.3377, -1.7556, -1.9861], [-0.0089, 0.0307, -2.2997], [-0.9810, 1.1038, -1.3403], [2.8863, 1.2554, -0.1387], [1.7715, 1.7548, -1.4094], [1.6073, -0.8020, 1.1352], [0.1815, -1.2442, 0.8975], [1.4412, 2.6286, 1.1113], [2.4753, 3.4346, 1.7438], [1.6413, 3.4635, 1.2541]], "lowdin_charge": [0.052, -0.278, -0.177, -0.162, -0.443, -0.018, 0.105, 0.142, 0.164, 0.126, 0.115, 0.169, 0.098, 0.060, 0.076, 0.025, -0.104, 0.054, -0.004], "homo_energy_ev": -8.595, "mol_weight_da": 117.1, "de_lowest_ev": 3.420, "orbital_gap_ev": 9.34, "smiles": "C=C(N)CCC=O.O"}